No. 1
C10H16MnN4O5S2 | ωB97M-V with the def2-TZVPD basis set

Computed properties:
- HOMO-LUMO gap (alpha / beta) (eV) = 5.467 / 6.652
- expectation value of S² = 0.785
- energy relative to the best compared isomer or geometry (same formula, charge and spin) (kJ/mol) = 0.0

```
! wB97M-V def2-TZVPD RIJCOSX def2/J DEFGRID3
* xyz 2 2
H 3.59 1.58 -0.87
H 5.52 0.39 0.70
H 1.78 -0.89 -3.18
O -0.85 4.30 0.28
N 1.03 -1.51 3.22
H 2.15 -0.09 -4.70
C 0.42 0.71 -3.74
N 2.26 0.46 0.41
S -0.86 0.39 -2.53
C 2.48 -0.34 1.45
C -2.35 -0.95 -4.36
H -3.10 -0.17 -4.28
H -2.27 -1.42 -2.23
C -1.59 -1.16 -3.05
O 0.50 2.37 1.30
N 3.79 -0.46 1.66
C 1.34 -0.46 -4.07
N 0.15 -0.37 1.58
Mn 0.39 0.91 0.13
S -0.41 2.98 0.16
C 4.45 0.32 0.72
H 1.70 -1.95 3.83
H -0.79 -2.02 4.24
O 0.51 2.56 -0.99
H 0.82 -1.24 -4.63
C -0.34 -1.50 3.41
H -2.86 -1.88 -4.60
H 0.94 1.58 -3.33
H -1.91 -0.55 2.19
C -0.88 -0.79 2.39
H -0.15 1.07 -4.60
C 1.29 -0.81 2.12
O -1.38 1.81 0.13
H -1.68 -0.72 -5.19
H 4.25 -1.00 2.38
O 0.01 -0.13 -1.25
C 3.48 0.90 -0.04
H -0.80 -1.91 -3.11
*
```

The computed Löwdin charges, all in e, follow: 0.140 0.145 0.082 -0.121 0.175 0.101 -0.351 0.025 1.164 -0.191 -0.093 0.094 0.109 -0.360 -0.284 0.176 -0.090 0.027 0.828 0.514 0.011 0.188 0.145 -0.325 0.084 0.012 0.102 0.094 0.141 -0.013 0.115 -0.194 -0.310 0.081 0.189 -0.494 -0.019 0.102

No. 2
C10H16N2O | ωB97M-V with the def2-TZVPD basis set

Computed properties:
- HOMO-LUMO gap (eV) = 8.429
- energy relative to the best compared isomer or geometry (same formula, charge and spin) (kJ/mol) = 621.5

```
! wB97M-V def2-TZVPD RIJCOSX def2/J DEFGRID3
* xyz 0 1
H -0.59 -1.64 -2.08
H 3.85 -1.19 1.97
C -1.31 3.29 0.58
H -2.18 1.83 1.79
H -2.25 3.37 0.17
H 5.03 -0.18 0.00
C 1.25 -0.40 0.08
H -2.40 -3.07 0.09
H -1.96 -0.48 -2.08
N -0.77 -0.31 0.42
H -2.11 -2.37 -1.71
C 3.99 -0.42 -0.10
C -1.18 1.83 1.25
H -0.39 1.76 2.01
O -1.19 0.98 0.07
C 3.27 0.04 -1.14
C -1.44 -2.57 0.61
H -1.63 -2.31 1.71
C 1.95 -1.04 1.10
C 1.84 0.15 -1.01
H -1.16 4.17 1.35
N -1.43 -1.28 -0.17
C 3.36 -0.99 1.03
H 3.70 0.58 -1.91
H -0.45 -3.16 0.60
H 1.44 -1.53 1.92
H 1.25 0.68 -1.75
C -1.55 -1.42 -1.62
H -0.53 3.32 -0.29
*
```

The computed Löwdin charges, all in e, follow: 0.073 0.096 -0.085 0.111 0.012 0.098 -0.048 0.114 0.097 -0.050 0.070 -0.115 -0.217 0.109 -0.160 -0.084 -0.061 0.092 -0.081 -0.072 0.103 -0.313 -0.080 0.077 0.087 0.093 0.100 -0.063 0.096

No. 3
C10H16N3 | ωB97M-V with the def2-TZVPD basis set

Computed properties:
- HOMO-LUMO gap (eV) = 8.907
- SMILES = [H]/N=C(/C(C)C)N([NH3+])c1ccccc1
- energy relative to the best compared isomer or geometry (same formula, charge and spin) (kJ/mol) = 369.6

```
! wB97M-V def2-TZVPD RIJCOSX def2/J DEFGRID3
* xyz 1 1
H 1.33 -1.43 -4.26
N -1.67 0.48 0.14
H 1.88 -0.22 -2.40
H 1.71 1.72 0.32
H -1.55 -3.41 -1.84
C 0.84 -1.61 -3.31
H 2.66 0.29 0.56
H -1.44 3.02 3.00
C -0.77 -2.70 -2.03
C -0.57 0.67 0.65
C -1.41 2.50 2.01
H -1.88 0.00 -0.64
H -1.04 0.55 3.64
H 0.79 2.06 1.56
C -0.23 1.57 1.79
H 2.12 0.61 -1.08
H -1.61 3.25 1.32
H -2.26 1.85 2.26
C 0.51 -0.98 -1.03
C 1.09 -0.82 -2.23
H -0.42 -3.15 -4.07
H 0.66 1.25 3.72
C -0.43 -1.98 -0.88
N 1.88 0.68 -0.05
N 0.65 -0.13 0.03
C -0.11 0.79 3.15
H 0.36 -0.11 2.85
H -0.91 -2.17 0.04
C -0.16 -2.58 -3.24
*
```

The computed Löwdin charges, all in e, follow: 0.126 0.255 0.072 0.202 0.115 -0.034 0.206 0.105 -0.052 -0.260 -0.076 0.034 0.097 0.130 -0.337 0.146 0.062 0.096 -0.292 -0.059 0.102 0.077 -0.004 0.196 -0.013 -0.020 0.051 0.117 -0.043

No. 4
C10H16N3OS | ωB97M-V with the def2-TZVPD basis set

Computed properties:
- HOMO-LUMO gap (eV) = 8.072
- energy relative to the best compared isomer or geometry (same formula, charge and spin) (kJ/mol) = 210.5

```
! wB97M-V def2-TZVPD RIJCOSX def2/J DEFGRID3
* xyz 1 1
C 0.70 -1.06 1.80
H 0.53 1.93 2.91
C 1.47 -0.98 -4.51
H -0.87 4.11 2.84
H -0.67 -0.34 -2.20
N -2.24 1.49 0.70
H 0.72 -1.71 -4.82
H -0.23 4.18 1.07
C -0.09 2.31 2.11
C -1.32 -2.05 3.36
O 1.81 -0.23 -1.02
C -1.53 -0.89 2.64
C 2.02 -0.63 -2.15
H 1.52 -0.71 1.18
C -0.43 3.61 1.98
H -0.66 0.23 -3.88
H 1.49 -0.16 -5.23
H -2.13 -2.44 3.97
N -0.17 -2.70 3.34
H -2.88 0.94 1.26
C -0.09 0.19 -2.95
S -0.65 1.11 0.93
N 1.17 -0.49 -3.18
H -2.49 -0.39 2.71
H 1.73 -2.77 2.55
H -2.46 1.46 -0.28
C 0.79 -2.22 2.57
H 0.09 1.21 -2.60
H 2.94 -1.16 -2.42
H 2.45 -1.46 -4.51
C -0.51 -0.38 1.85
*
```

The computed Löwdin charges, all in e, follow: -0.044 0.099 -0.039 0.088 0.083 -0.156 0.095 0.086 -0.307 -0.104 -0.030 -0.053 -0.325 0.097 0.028 0.092 0.095 0.123 0.101 0.063 -0.045 1.126 -0.189 0.106 0.125 0.072 -0.101 0.089 0.142 0.088 -0.407

No. 5
C10H16N4O | ωB97M-V with the def2-TZVPD basis set

Computed properties:
- HOMO-LUMO gap (eV) = 8.762
- energy relative to the best compared isomer or geometry (same formula, charge and spin) (kJ/mol) = 573.4

```
! wB97M-V def2-TZVPD RIJCOSX def2/J DEFGRID3
* xyz 0 1
N 0.33 1.81 -0.91
O 1.94 -1.74 -2.40
H -2.82 3.00 1.38
H -3.47 1.02 -0.14
C 1.14 -0.44 -0.69
H -2.80 0.19 1.76
N 1.82 -1.11 2.82
H -1.03 -0.36 1.81
H 2.18 -3.92 -1.89
H -1.81 3.56 0.04
H 1.11 0.98 -2.53
H -2.31 1.90 -1.30
H -0.43 0.30 -2.14
C 1.46 -0.73 1.79
C 1.01 -0.19 0.62
C 0.56 0.60 -1.67
H 1.25 2.39 -0.90
C -2.37 1.02 -0.49
N 1.91 -2.69 -0.37
H 3.60 -3.53 -0.88
H -1.04 3.43 1.74
H 1.77 -2.60 0.61
N -0.02 1.65 0.38
C -1.84 2.98 1.03
H 2.55 -4.84 -0.35
C 1.71 -1.66 -1.23
C -1.48 1.46 0.69
H -2.10 0.00 -0.66
H -1.65 0.98 2.85
C 2.53 -3.89 -0.88
C -1.72 0.43 1.88
*
```

The computed Löwdin charges, all in e, follow: -0.094 0.100 0.041 0.102 -0.099 0.083 0.176 0.026 0.070 0.093 0.129 0.122 0.128 -0.263 0.008 -0.123 0.174 -0.081 0.022 0.109 0.106 0.094 0.028 -0.052 0.090 -0.512 -0.564 0.062 0.096 -0.055 -0.013

No. 6
C10H16NO2P | ωB97M-V with the def2-TZVPD basis set

Computed properties:
- HOMO-LUMO gap (eV) = 7.697
- energy relative to the best compared isomer or geometry (same formula, charge and spin) (kJ/mol) = 259.4

```
! wB97M-V def2-TZVPD RIJCOSX def2/J DEFGRID3
* xyz 0 1
H 3.39 -2.41 -2.61
O 0.02 2.89 0.44
H -0.43 -0.89 1.73
H -1.87 2.01 -0.53
H 1.81 -0.65 -3.36
H -2.97 0.72 -0.43
C 2.91 -1.70 -1.82
H -3.51 1.86 2.06
H 1.00 3.24 0.36
C -3.21 2.22 1.09
C 2.20 -0.62 -2.32
C -1.06 -1.56 -0.21
C 1.57 0.31 -1.39
H -1.10 -2.63 0.11
N -1.09 0.74 0.77
C 1.77 0.08 -0.04
H -3.98 2.63 0.46
C 3.03 -1.89 -0.45
H -2.61 3.07 1.36
H -1.91 -1.51 -0.94
P 0.17 1.59 1.41
H 0.89 1.16 -1.74
O 2.33 -1.29 1.76
C 2.36 -1.03 0.45
H -0.16 -1.26 -0.73
H 3.45 -2.79 -0.13
H 2.73 -2.05 1.98
H -2.21 -0.93 1.54
C -2.35 1.33 0.15
C -1.14 -0.65 1.05
*
```

The computed Löwdin charges, all in e, follow: 0.134 -0.375 0.034 0.083 0.100 0.087 -0.129 0.065 0.119 -0.079 -0.125 -0.071 -0.137 0.084 -0.388 -0.128 0.072 -0.036 0.044 0.077 0.984 0.108 0.082 -0.395 0.034 0.083 0.042 0.156 -0.207 -0.319

No. 7
C10H16O | ωB97M-V with the def2-TZVPD basis set

Computed properties:
- HOMO-LUMO gap (eV) = 9.305
- SMILES = Cc1ccc(O)cc1.CCC
- energy relative to the best compared isomer or geometry (same formula, charge and spin) (kJ/mol) = 149.9

```
! wB97M-V def2-TZVPD RIJCOSX def2/J DEFGRID3
* xyz 0 1
C -0.77 0.66 -1.63
H 0.06 2.53 -1.99
C -0.26 -0.19 -2.61
H -0.60 1.18 2.49
C -0.07 -1.90 -0.99
H -1.10 -1.53 0.90
H -1.59 2.38 -2.85
C -1.09 0.16 -0.39
H 0.86 2.46 1.18
H -1.41 2.60 -1.13
H 0.16 -0.31 4.19
H 1.75 0.58 4.23
C 0.94 0.19 3.63
H 0.08 2.06 3.87
H 2.20 1.71 1.79
C 0.32 1.49 2.99
O 0.51 -3.10 -0.59
H 1.55 3.23 2.64
C -0.96 2.11 -2.00
H 1.29 -0.42 2.77
H 0.34 -3.27 0.34
H -0.05 0.05 -3.64
C 0.19 -1.49 -2.29
H -1.63 0.67 0.41
C 1.34 2.28 2.12
H 0.74 -2.10 -2.98
C -0.77 -1.17 -0.06
*
```

The computed Löwdin charges, all in e, follow: -0.300 0.087 -0.036 0.073 -0.321 0.110 0.079 -0.050 0.043 0.067 0.061 0.061 -0.119 0.080 0.065 -0.303 0.029 0.075 -0.058 0.068 0.090 0.111 0.000 0.107 -0.104 0.113 -0.027

No. 8
C10H16O | ωB97M-V with the def2-TZVPD basis set

Computed properties:
- HOMO-LUMO gap (eV) = 9.232
- SMILES = Cc1ccc(O)cc1.CCC
- energy relative to the best compared isomer or geometry (same formula, charge and spin) (kJ/mol) = 384.7

```
! wB97M-V def2-TZVPD RIJCOSX def2/J DEFGRID3
* xyz 0 1
C 1.08 0.46 -1.32
O 0.35 -0.29 -3.50
H 0.57 3.12 1.67
H -0.17 -2.64 -0.96
C -0.29 2.96 0.99
C -1.24 1.86 -1.04
H 0.03 -3.19 2.66
H 1.84 -0.29 -1.32
C -1.11 1.09 -2.08
C -0.07 2.18 -0.28
H 1.43 -2.04 0.07
C 0.52 -2.69 0.11
H 0.75 -3.73 0.39
H 0.19 -0.62 1.01
H 1.01 -1.99 3.09
H -2.16 2.28 -0.75
C 0.20 0.43 -2.32
H -0.58 -1.59 3.24
C 0.09 -2.12 2.50
H 1.88 1.63 0.38
H -1.29 -1.83 0.81
H -0.43 -0.03 -3.96
C 1.02 1.38 -0.22
H -0.75 4.05 0.89
H -0.93 2.34 1.76
C -0.14 -1.68 1.10
H -1.82 0.96 -2.93
*
```

The computed Löwdin charges, all in e, follow: -0.057 0.054 0.063 0.137 -0.100 -0.068 0.066 0.106 -0.014 -0.296 0.051 -0.131 0.061 0.081 0.068 0.105 -0.284 0.083 -0.180 0.121 0.136 0.067 -0.057 0.105 0.110 -0.350 0.125

Which of these has the highest energy relative to the best compared isomer or geometry (same formula, charge and spin)?
C10H16N2O

energy relative to the best compared isomer or geometry (same formula, charge and spin) of number 5 (C10H16N4O)?
573.4 kJ/mol

energy relative to the best compared isomer or geometry (same formula, charge and spin) of number 3 (C10H16N3)?
369.6 kJ/mol